Model 1:
{"formula": "C16H24O5", "method": "ωB97M-V/def2-TZVPD", "elements": ["C", "H", "H", "O", "C", "O", "C", "H", "H", "H", "C", "C", "C", "C", "O", "H", "H", "C", "C", "H", "H", "H", "H", "O", "C", "C", "C", "C", "C", "C", "C", "H", "H", "H", "H", "H", "H", "H", "O", "H", "H", "H", "H", "H", "H"], "xyz": [[-5.646, -0.344, -1.090], [-6.582, 0.211, -1.113], [-5.852, -1.415, -1.023], [-4.950, 0.111, 0.052], [-3.698, -0.469, 0.221], [-3.864, -1.843, 0.510], [-2.747, -2.643, 0.228], [-2.372, -2.457, -0.786], [-3.081, -3.676, 0.313], [-1.932, -2.472, 0.942], [-3.003, 0.286, 1.365], [-2.598, 1.664, 0.905], [-1.421, 1.910, 0.057], [-0.489, 0.815, -0.424], [-1.002, 0.277, -1.622], [-0.247, 0.175, -2.224], [-0.436, 0.024, 0.339], [0.933, 1.382, -0.665], [1.642, 1.672, 0.651], [2.614, 2.122, 0.465], [1.032, 2.356, 1.234], [1.786, 0.762, 1.228], [0.832, 2.312, -1.239], [1.635, 0.537, -1.565], [2.131, -0.693, -1.060], [3.467, -0.576, -0.368], [4.424, 0.305, -0.854], [5.656, 0.411, -0.234], [5.947, -0.371, 0.871], [5.000, -1.257, 1.355], [3.764, -1.357, 0.740], [3.026, -2.048, 1.124], [5.222, -1.869, 2.217], [6.909, -0.290, 1.354], [6.392, 1.103, -0.617], [4.186, 0.911, -1.716], [2.250, -1.323, -1.951], [1.401, -1.176, -0.400], [-1.427, 2.239, 1.416], [-1.464, 2.761, -0.621], [-3.430, 2.355, 0.798], [-2.132, -0.274, 1.702], [-3.708, 0.365, 2.192], [-3.100, -0.372, -0.708], [-5.069, -0.141, -2.000]], "e_lumo_ev": 0.688, "multiplicity": 1, "gap_ev": 10.06}



Model 2:
{"formula": "C16H24O5", "method": "ωB97M-V/def2-TZVPD", "elements": ["C", "H", "H", "H", "O", "C", "O", "C", "H", "H", "H", "C", "C", "C", "C", "O", "H", "H", "C", "C", "H", "H", "H", "O", "C", "C", "C", "C", "C", "C", "C", "H", "H", "H", "H", "H", "H", "H", "H", "O", "H", "H", "H", "H", "H"], "xyz": [[2.177, 2.271, 3.518], [1.888, 3.287, 3.779], [1.920, 1.596, 4.339], [3.259, 2.232, 3.339], [1.460, 1.949, 2.347], [1.759, 0.697, 1.807], [1.411, -0.340, 2.700], [2.468, -1.168, 3.124], [3.222, -0.613, 3.694], [2.017, -1.923, 3.765], [2.957, -1.657, 2.274], [0.941, 0.571, 0.516], [1.214, -0.750, -0.156], [1.153, -0.976, -1.604], [0.869, 0.121, -2.623], [1.661, 1.256, -2.392], [2.499, 0.936, -2.022], [1.091, -0.292, -3.622], [-0.618, 0.518, -2.591], [-0.925, 1.517, -3.705], [-0.786, 1.040, -4.672], [-1.949, 1.873, -3.631], [-0.246, 2.360, -3.619], [-1.368, -0.678, -2.733], [-2.633, -0.660, -2.091], [-2.511, -0.680, -0.587], [-1.979, -1.798, 0.043], [-1.812, -1.818, 1.416], [-2.173, -0.717, 2.175], [-2.706, 0.400, 1.556], [-2.872, 0.419, 0.181], [-3.288, 1.295, -0.298], [-2.985, 1.262, 2.142], [-2.033, -0.728, 3.245], [-1.400, -2.692, 1.897], [-1.694, -2.651, -0.556], [-3.219, 0.210, -2.415], [-3.130, -1.569, -2.443], [-0.823, 0.977, -1.616], [2.382, -0.899, -0.929], [0.879, -1.969, -1.947], [1.000, -1.607, 0.479], [-0.112, 0.617, 0.794], [1.183, 1.412, -0.132], [2.841, 0.631, 1.579]], "e_lumo_ev": 0.845, "multiplicity": 1, "gap_ev": 10.17}



Quick ranking, most stable first: model 2, model 1.